1.
C56H40Cl4N2O3P3TeTi | ωB97M-V/def2-TZVPD

Atoms and positions in Å:
1 Ti -0.24 0.19 -2.57
2 O 1.25 -0.12 -3.83
3 C 1.62 -0.87 -2.87
4 O 1.44 -0.41 -1.68
5 C 2.17 -2.19 -3.05
6 C 2.66 -2.59 -4.31
7 C 3.23 -3.83 -4.47
8 C 3.33 -4.69 -3.37
9 C 2.82 -4.32 -2.14
10 C 2.21 -3.09 -1.97
11 P 1.40 -2.65 -0.36
12 C 2.99 -2.72 0.58
13 C 3.93 -1.78 0.14
14 C 5.10 -1.56 0.82
15 C 5.37 -2.26 1.99
16 C 4.44 -3.18 2.45
17 C 3.27 -3.41 1.75
18 C 0.57 -4.28 -0.12
19 C 0.30 -4.87 1.12
20 C -0.41 -6.06 1.19
21 C -0.92 -6.65 0.05
22 C -0.75 -6.02 -1.17
23 C -0.02 -4.85 -1.25
24 H 2.58 -1.88 -5.13
25 H 3.59 -4.14 -5.44
26 H 3.80 -5.65 -3.49
27 H 2.87 -5.01 -1.31
28 H 3.70 -1.20 -0.75
29 H 5.81 -0.82 0.47
30 H 6.27 -2.07 2.55
31 H 4.64 -3.73 3.36
32 H 2.58 -4.14 2.13
33 H 0.63 -4.41 2.03
34 H -0.57 -6.52 2.16
35 H -1.47 -7.58 0.12
36 H -1.18 -6.44 -2.07
37 H 0.08 -4.35 -2.20
38 Cl -7.14 -1.26 -4.35
39 C -5.42 -1.10 -4.23
40 C -4.89 -0.20 -3.32
41 C -3.52 -0.07 -3.23
42 Cl -2.82 1.02 -2.11
43 C -2.61 -0.82 -4.03
44 O -1.34 -0.68 -3.94
45 C -3.23 -1.72 -4.93
46 Cl -2.21 -2.68 -5.94
47 C -4.60 -1.87 -5.03
48 H -5.53 0.39 -2.68
49 H -5.01 -2.59 -5.73
50 Te -0.99 4.24 1.33
51 C -0.55 3.89 3.39
52 C -1.30 4.62 4.32
53 C -1.04 4.47 5.67
54 N -0.11 3.66 6.15
55 C 0.60 2.96 5.27
56 C 0.42 3.04 3.90
57 C -1.22 2.47 0.13
58 P -2.03 0.96 0.65
59 C -3.64 1.59 1.21
60 C -4.42 0.83 2.08
61 C -5.68 1.24 2.45
62 C -6.21 2.41 1.93
63 C -5.47 3.14 1.01
64 C -4.20 2.73 0.65
65 C -1.36 0.37 2.27
66 C -0.48 -0.70 2.18
67 C 0.14 -1.21 3.30
68 C -0.16 -0.69 4.55
69 C -1.08 0.34 4.66
70 C -1.67 0.88 3.53
71 P 0.20 1.94 -0.78
72 C 1.68 2.00 0.32
73 C 2.08 0.86 1.00
74 C 3.10 0.92 1.94
75 C 3.73 2.12 2.20
76 C 3.34 3.26 1.53
77 C 2.31 3.21 0.60
78 C 0.68 3.37 -1.84
79 C 1.85 3.21 -2.59
80 C 2.20 4.16 -3.53
81 C 1.39 5.27 -3.74
82 C 0.23 5.42 -3.01
83 C -0.13 4.47 -2.06
84 H -2.07 5.29 3.98
85 H -1.61 5.01 6.41
86 H 1.34 2.30 5.69
87 H 1.02 2.43 3.24
88 H -4.02 -0.10 2.47
89 H -6.26 0.65 3.15
90 H -7.20 2.75 2.23
91 H -5.90 4.04 0.58
92 H -3.64 3.29 -0.08
93 H -0.31 -1.15 1.20
94 H 0.85 -2.02 3.20
95 H 0.31 -1.09 5.44
96 H -1.32 0.75 5.63
97 H -2.38 1.69 3.63
98 H 1.59 -0.08 0.78
99 H 3.40 0.02 2.46
100 H 4.53 2.17 2.93
101 H 3.83 4.21 1.72
102 H 2.02 4.11 0.07
103 H 2.46 2.33 -2.43
104 H 3.10 4.03 -4.12
105 H 1.65 5.99 -4.50
106 H -0.42 6.27 -3.19
107 H -1.06 4.57 -1.52
108 N -1.07 2.61 -4.45
109 C -0.65 1.84 -3.70
110 Cl -1.16 -1.66 -1.34

Computed properties:
- Molecular weight: 1199.15 g mol⁻¹
- Total charge: -2
- Spin multiplicity: 2
- E_tot: -176212.84288 eV
- <S²>: 0.75
- Kohn-Sham gap (alpha / beta): 0.214 / 0.226 Ha



2.
C4H9NOS | ωB97M-V/def2-TZVPD

Atoms and positions in Å:
1 C -1.09 0.78 -0.36
2 C -1.24 -0.71 -0.67
3 C 0.07 -1.50 -0.49
4 S 1.55 -0.87 -1.26
5 C -0.37 1.05 0.94
6 N -0.94 0.51 2.04
7 O 0.57 1.83 1.01
8 H -2.09 1.18 -0.17
9 H -0.72 1.32 -1.23
10 H -1.92 -1.19 0.03
11 H -1.58 -0.88 -1.69
12 H 0.23 -1.82 0.54
13 H -0.10 -2.51 -0.86
14 H 1.50 0.40 -0.84
15 H -0.63 0.74 2.96
16 H -1.86 0.09 1.99

Computed properties:
- Molecular weight: 119.19 g mol⁻¹
- E_tot: -18667.10557 eV
- Structure (SMILES): NC(=O)CCCS
- Kohn-Sham gap: 0.352 Ha



3.
C4H12NO2 | ωB97M-V/def2-TZVPD

Atoms and positions in Å:
1 C -0.54 1.29 -0.06
2 O -1.31 0.16 -0.09
3 C 0.97 0.96 -0.10
4 C 1.31 -0.24 0.78
5 C 1.34 -1.55 -0.01
6 N 2.52 -1.61 -0.91
7 H -0.72 1.87 0.86
8 H -0.75 1.94 -0.94
9 H 1.53 1.85 0.17
10 H 1.22 0.77 -1.15
11 H 0.49 -0.35 1.48
12 H 2.28 -0.17 1.28
13 H 1.46 -2.38 0.68
14 H 0.41 -1.63 -0.55
15 H 2.80 -2.57 -1.09
16 H 2.33 -1.21 -1.82
17 H -2.69 0.57 0.28
18 H -4.22 0.60 -0.22
19 O -3.67 0.95 0.49

Computed properties:
- Molecular weight: 106.14 g mol⁻¹
- Total charge: -1
- E_tot: -9927.90474 eV
- Kohn-Sham gap: 0.268 Ha